1.
49
Properties=species:S:1:pos:R:3 method="wB97M-V/def2-TZVPD" orbital_gap_ev="6.8 / 7.8" total_charge=+1 multiplicity=3
W 0.92 1.19 1.86
C 2.12 2.36 3.50
C 2.88 1.21 3.20
C 2.10 0.05 3.48
C 0.85 0.50 4.00
C 0.87 1.93 4.00
H 2.49 3.37 3.50
H 3.90 1.20 2.86
H 2.47 -0.96 3.49
H 0.14 -0.13 4.53
H 0.17 2.57 4.53
N -1.32 1.62 2.14
C -1.68 2.86 1.40
C -0.76 3.04 0.19
O -1.16 3.55 -0.83
N 0.51 2.61 0.46
C 1.50 2.83 -0.59
C 2.57 1.74 -0.51
O 3.43 1.61 -1.33
O 2.42 0.96 0.56
H -1.80 0.84 1.69
H -1.70 1.67 3.08
H -1.53 3.72 2.05
H -2.71 2.86 1.07
H 1.99 3.80 -0.47
H 1.03 2.83 -1.58
C -2.40 -3.99 -4.11
C -1.69 -3.14 -3.12
C -2.39 -2.47 -2.11
C -1.75 -1.67 -1.18
C -2.59 -0.94 -0.18
C -0.33 -1.55 -1.24
C 0.44 -0.80 -0.33
O 0.05 -0.14 0.68
C 0.39 -2.21 -2.28
C 1.89 -2.09 -2.41
C -0.30 -2.98 -3.18
H -3.44 -4.15 -3.83
H -1.90 -4.95 -4.22
H -2.39 -3.50 -5.09
H -3.47 -2.57 -2.07
H -3.64 -1.20 -0.31
H -2.49 0.13 -0.35
H -2.30 -1.18 0.84
H 1.52 -0.79 -0.48
H 2.19 -1.05 -2.55
H 2.23 -2.66 -3.27
H 2.40 -2.47 -1.53
H 0.24 -3.48 -3.97

=====

2.
45
Properties=species:S:1:pos:R:3 method="wB97M-V/def2-TZVPD" orbital_gap_ev=8.1 de_lowest_kj_mol=0.00 total_charge=0 smiles="Cc1ccc(/C=N/N2CCN(Cc3ccccc3)CC2)cc1"
C 7.50 1.14 -0.74
C 6.08 0.85 -0.35
C 5.44 -0.28 -0.84
C 4.14 -0.56 -0.49
C 3.42 0.29 0.35
C 4.07 1.43 0.83
C 5.38 1.71 0.48
H 5.86 2.59 0.87
H 3.53 2.11 1.49
C 2.05 0.02 0.73
N 1.46 -1.03 0.29
N 0.22 -1.36 0.60
C -0.29 -2.56 0.02
H 0.50 -3.01 -0.58
C -1.53 -2.29 -0.85
N -2.30 -1.17 -0.32
C -2.13 -1.02 1.11
C -0.70 -0.53 1.35
H -0.61 0.50 1.01
H -0.45 -0.56 2.43
H -2.33 -1.95 1.67
H -2.82 -0.26 1.47
C -3.69 -1.20 -0.73
C -4.36 0.12 -0.47
C -3.71 1.30 -0.82
C -4.31 2.52 -0.59
C -5.57 2.58 -0.02
C -6.23 1.41 0.32
C -5.62 0.19 0.10
H -6.14 -0.72 0.37
H -7.21 1.45 0.77
H -6.04 3.54 0.16
H -3.79 3.43 -0.85
H -2.73 1.24 -1.25
H -4.25 -2.02 -0.24
H -3.70 -1.40 -1.81
H -2.13 -3.21 -0.91
H -1.23 -2.02 -1.87
H -0.56 -3.27 0.82
H 1.58 0.75 1.39
H 3.64 -1.45 -0.87
H 5.98 -0.96 -1.49
H 7.89 1.99 -0.19
H 7.56 1.38 -1.81
H 8.13 0.28 -0.56

=====

3.
49
Properties=species:S:1:pos:R:3 method="wB97M-V/def2-TZVPD" orbital_gap_ev=7.9 de_lowest_kj_mol=1783.07 total_charge=0
C 3.06 1.15 4.77
H 2.66 2.13 4.98
O 2.11 0.19 4.22
C 1.31 0.67 3.29
C 0.40 -0.08 2.91
C -0.57 0.03 2.05
C -0.57 1.22 1.42
C 0.64 2.09 1.55
C 1.52 1.84 2.63
H 2.12 2.62 2.84
H 0.68 2.80 1.08
N -1.12 1.39 0.19
C -2.12 0.83 -0.55
O -2.45 -0.59 -0.13
C -2.68 1.29 -1.79
N -2.24 0.69 -2.81
C -3.20 0.76 -4.04
H -4.01 0.04 -3.68
H -2.57 0.05 -5.02
H -3.52 1.53 -4.29
C -0.85 1.43 -3.30
C 0.14 0.98 -2.12
O 0.87 1.87 -1.82
N 0.18 -0.30 -1.87
C 1.31 -0.94 -1.21
C 2.00 -0.22 -0.39
C 2.69 -0.70 0.65
C 2.57 -2.37 0.81
C 1.52 -2.89 0.24
C 0.77 -2.20 -0.85
S -0.25 -3.20 -1.92
C -1.46 -3.45 -0.66
H -1.12 -4.09 0.18
H -2.04 -2.46 -0.26
H -2.30 -4.08 -1.07
H 1.42 -4.16 0.22
H 3.20 -2.72 1.52
H 3.29 -0.45 1.37
H 2.22 0.81 -0.47
H -0.41 -0.95 -2.30
H -0.80 1.06 -4.25
H -1.18 2.36 -3.12
H -2.72 2.38 -1.61
H -3.87 1.06 -1.66
H -0.95 2.31 -0.22
H -1.38 -0.72 1.59
H 0.18 -1.13 3.52
H 3.72 1.49 3.87
H 3.78 0.64 5.50

=====

4.
47
Properties=species:S:1:pos:R:3 method="wB97M-V/def2-TZVPD" orbital_gap_ev=9.1 de_lowest_kj_mol=27.58 total_charge=0 smiles="CSc1ncccc1C(=O)NC1CCN(Cc2ccccc2)CC1"
C -1.69 -0.30 -3.46
H -1.10 0.60 -3.63
H -1.57 -0.99 -4.29
H -2.74 -0.04 -3.31
S -1.14 -1.10 -1.93
C 0.53 -1.46 -2.36
N 0.91 -1.05 -3.55
C 2.13 -1.32 -3.97
C 3.04 -2.04 -3.22
C 2.65 -2.47 -1.96
C 1.38 -2.16 -1.49
C 1.01 -2.65 -0.12
O 1.39 -3.74 0.28
N 0.30 -1.78 0.62
H 0.02 -0.87 0.28
C -0.12 -2.04 1.97
C 0.38 -0.93 2.89
C -0.52 0.31 2.78
N -1.25 0.26 1.52
C -2.26 -0.79 1.57
C -1.65 -2.11 2.05
H -1.93 -2.30 3.09
H -2.02 -2.93 1.45
H -2.65 -0.91 0.55
H -3.10 -0.50 2.22
C -1.79 1.54 1.12
C -0.68 2.48 0.74
C -0.49 3.69 1.39
C 0.55 4.53 1.02
C 1.42 4.16 0.01
C 1.23 2.95 -0.65
C 0.19 2.12 -0.29
H 0.04 1.18 -0.80
H 1.91 2.66 -1.44
H 2.23 4.81 -0.27
H 0.69 5.47 1.54
H -1.16 3.98 2.18
H -2.43 1.37 0.25
H -2.42 2.00 1.91
H 0.08 1.22 2.79
H -1.22 0.36 3.63
H 0.40 -1.28 3.93
H 1.41 -0.68 2.61
H 0.32 -3.01 2.26
H 3.31 -3.05 -1.33
H 4.02 -2.27 -3.61
H 2.37 -0.94 -4.96

=====

5.
52
Properties=species:S:1:pos:R:3 method="wB97M-V/def2-TZVPD" orbital_gap_ev=6.5 de_lowest_kj_mol=0.00 total_charge=0
Rb 13.63 12.69 4.13
C 13.33 18.17 5.44
C 12.34 17.04 5.65
C 12.75 15.70 5.67
C 11.79 14.68 5.89
C 10.46 15.06 6.07
C 10.07 16.43 6.01
C 11.00 17.41 5.80
H 12.97 18.94 4.73
H 14.22 17.73 5.01
H 13.61 18.55 6.38
H 13.80 15.45 5.49
H 12.02 13.64 5.95
H 9.69 14.34 6.27
H 9.02 16.66 6.14
H 10.74 18.47 5.74
O 10.75 6.79 4.74
C 9.81 7.70 4.88
C 8.52 7.21 5.10
C 7.45 8.06 5.26
C 7.65 9.43 5.11
C 8.94 9.92 4.95
C 10.05 9.12 4.87
C 11.37 9.78 4.79
O 11.46 11.04 4.88
N 12.38 8.94 4.53
N 13.49 9.63 4.41
C 14.65 9.02 4.29
S 15.97 10.17 4.33
C 17.14 9.13 5.22
C 16.48 7.88 5.78
S 15.07 7.35 4.74
H 11.64 7.30 4.69
H 8.48 6.12 5.28
H 6.47 7.73 5.58
H 6.84 10.12 5.21
H 9.10 10.97 4.80
H 17.56 9.77 6.03
H 17.95 8.92 4.51
H 16.05 8.04 6.79
H 17.16 7.00 5.75
C 19.74 13.44 5.84
N 18.48 13.48 5.06
C 17.53 14.37 5.35
N 17.40 14.83 6.61
S 16.44 14.80 4.09
H 20.52 12.92 5.26
H 19.62 12.89 6.78
H 20.09 14.49 6.09
H 18.51 13.13 4.09
H 17.83 14.29 7.36
H 16.73 15.52 6.86

=====

6.
44
Properties=species:S:1:pos:R:3 method="wB97M-V/def2-TZVPD" orbital_gap_ev=9.9 de_lowest_kj_mol=12.07 total_charge=0 smiles="O=C(CCCc1ccccc1)NCCCc1ccccc1"
O 3.08 0.42 -1.20
C 2.39 1.08 -0.46
N 1.71 0.54 0.58
H 1.11 1.13 1.14
C 1.62 -0.88 0.80
C 0.28 -1.44 0.32
H 0.18 -1.23 -0.75
H -0.53 -0.93 0.84
C 0.17 -2.95 0.56
C 0.16 -3.27 2.02
C 1.30 -3.75 2.66
C 1.30 -4.01 4.02
C 0.15 -3.81 4.76
C -0.99 -3.34 4.14
C -0.99 -3.07 2.78
H -1.88 -2.71 2.30
H -1.89 -3.18 4.71
H 0.14 -4.02 5.82
H 2.19 -4.38 4.50
H 2.20 -3.91 2.08
H 1.00 -3.45 0.07
H -0.76 -3.31 0.10
H 2.44 -1.34 0.24
H 1.75 -1.09 1.87
C 2.20 2.58 -0.60
C 0.76 2.93 -0.99
H 0.66 4.02 -1.06
H 0.07 2.59 -0.22
C 0.37 2.29 -2.33
C -1.09 2.50 -2.60
C -1.54 3.60 -3.31
C -2.89 3.81 -3.52
C -3.82 2.92 -3.01
C -3.38 1.82 -2.29
C -2.03 1.61 -2.09
H -1.70 0.75 -1.53
H -4.10 1.11 -1.90
H -4.87 3.08 -3.18
H -3.22 4.67 -4.09
H -0.82 4.30 -3.72
H 0.59 1.22 -2.29
H 0.97 2.73 -3.13
H 2.46 3.07 0.35
H 2.89 2.94 -1.37